Record 1
C29H30MgNO4 as an isolated structure. Source: the OMol25 dataset; level of theory: the ωB97M-V functional and the def2-TZVPD basis.

Kohn-Sham gap = 6.800 eV
Net charge = -1

```
65
Properties=species:S:1:pos:R:3:nbo_charge:R:1
C 2.3186 0.0503 0.7446 -0.3893
C 2.2929 -0.6989 -0.4605 -0.3467
C 1.7953 0.1347 -1.4917 -0.3387
H 2.6777 -1.7076 -0.5884 0.2064
C 1.5120 1.4125 -0.9330 -0.4588
C 1.8383 1.3659 0.4551 -0.4409
H 1.2629 2.3137 -1.4933 0.1968
C -1.3757 -1.7769 1.2704 -0.4139
C -0.2831 -2.5251 0.7487 -0.3095
C -0.3083 -2.4320 -0.6635 -0.3427
H 0.4030 -3.1405 1.3222 0.2068
C -1.4207 -1.6298 -1.0319 -0.1577
C -2.0648 -1.1735 0.1698 -0.5356
H 1.7683 -0.1133 -2.5517 0.1953
H 1.9075 2.2345 1.1079 0.2202
H 2.7667 -0.2732 1.6796 0.2250
H -3.0145 -0.6343 0.2003 0.2235
H 0.3547 -2.9313 -1.3716 0.2114
H -1.7470 -1.7832 2.2916 0.2241
Mg -0.1814 0.0962 0.5090 1.8132
C -1.9313 -1.3345 -2.4114 -0.0562
C -3.4536 -1.5740 -2.4515 -0.6134
C -1.2673 -2.2261 -3.4714 -0.6146
H -3.6612 -2.6150 -2.1634 0.2004
H -3.8090 -1.3849 -3.4705 0.2435
H -3.9815 -0.8943 -1.7708 0.1977
H -1.4251 -3.2807 -3.2051 0.2150
H -0.1900 -2.0308 -3.5618 0.2084
H -1.7425 -2.0326 -4.4414 0.2109
C -1.5808 0.1598 -2.6633 -0.5311
C -2.1467 0.7053 -3.9633 0.7037
H -0.4846 0.2738 -2.6585 0.2556
H -1.9718 0.8019 -1.8480 0.2317
O -3.1449 0.2207 -4.4956 -0.6579
N -1.5351 1.7605 -4.5760 -0.6334
C -0.3856 2.5331 -4.1254 -0.2515
H -2.0285 2.0920 -5.3977 0.3982
C 0.9314 1.9378 -4.5877 0.0547
C 2.1169 2.5879 -4.2290 -0.2409
H 2.0446 3.5256 -3.6692 0.2104
C 3.3527 2.0374 -4.5705 -0.1863
H 4.2673 2.5449 -4.2583 0.2117
C 3.4078 0.8450 -5.3039 -0.2265
H 4.3743 0.4111 -5.5620 0.2096
C 2.2256 0.2180 -5.7112 -0.2070
H 2.2514 -0.7042 -6.2950 0.2114
C 0.9844 0.7760 -5.3699 -0.2544
H 0.0564 0.3087 -5.7138 0.2272
H -0.3870 2.6302 -3.0241 0.2244
H -0.4988 3.5428 -4.5467 0.2078
O -1.1919 3.2086 3.7052 -0.6939
C -0.7581 2.4263 4.7007 0.3747
C -0.8707 2.9057 6.0180 -0.2970
C -0.5089 2.0876 7.0811 -0.1825
C -0.0137 0.7934 6.8506 -0.2864
C 0.1383 0.3242 5.5429 -0.1303
C -0.2131 1.1337 4.4600 -0.2636
C -0.0782 0.6626 3.0706 0.7634
O 0.4734 -0.4390 2.8000 -0.7027
O -0.5569 1.4122 2.1026 -0.8888
H -1.0256 2.6691 2.8559 0.5155
H -1.2481 3.9168 6.1501 0.2142
H -0.6119 2.4740 8.0959 0.2018
H 0.2596 0.1541 7.6931 0.2036
H 0.5258 -0.6766 5.3426 0.2340
```

Record 2
A 7-piece molecular cluster, C31H72Br2O16 overall. Source: the OMol25 dataset; level of theory: the ωB97M-V functional and the def2-TZVPD basis.

Kohn-Sham gap = 9.750 eV
Net charge = 0
SMILES string = C[C@@H](Br)[C@@H](Br)OC(=O)OCCCO.COCCOC.COCCOC.COCCOC.COCCOC.COCCOC.COCCOC

```
121
Properties=species:S:1:pos:R:3:mulliken_charge:R:1
C 0.2458 -3.7860 -7.8104 -0.9637
C 1.7032 -4.1360 -7.5450 0.0825
Br 2.7401 -2.4932 -7.5760 -0.1433
C 1.8448 -4.8373 -6.1949 0.1043
Br 1.2878 -6.6869 -6.4236 -0.0917
O 3.1736 -4.7828 -5.7555 -0.2335
C 3.5249 -5.3708 -4.5892 0.3358
O 4.6204 -5.8232 -4.4293 -0.5916
O 2.5481 -5.3897 -3.6620 -0.1798
C 2.1789 -4.0973 -3.1376 -0.9953
C 3.0667 -3.6359 -1.9817 0.0127
C 3.8209 -2.3324 -2.2671 -0.4166
O 5.1723 -2.5488 -2.6491 -0.5719
H -0.0744 -3.0329 -7.0958 0.0796
H 0.1233 -3.4026 -8.8189 0.4214
H -0.3725 -4.6746 -7.6754 0.3427
H 2.0804 -4.7792 -8.3342 0.4659
H 1.1594 -4.3939 -5.4738 -0.0524
H 2.1805 -3.3334 -3.9157 0.8654
H 1.1481 -4.2013 -2.7995 0.6226
H 3.7987 -4.4009 -1.7199 0.8010
H 2.4356 -3.4860 -1.1032 -0.5583
H 3.7751 -1.6713 -1.3949 0.1137
H 3.3453 -1.7880 -3.0848 0.1684
H 5.6179 -2.9931 -1.9221 0.3782
C -0.2505 -1.7229 -2.4366 -0.8042
O 0.0778 -1.7154 -3.8170 0.0897
C -0.9022 -1.0751 -4.6200 -0.5497
C -0.4959 0.3463 -4.9336 -0.7373
O -0.4623 1.1185 -3.7460 -0.3033
C 0.8430 1.3392 -3.2346 -0.3195
H 0.6323 -2.0490 -1.8860 -0.2283
H -0.5320 -0.7273 -2.0880 0.6142
H -1.0709 -2.4217 -2.2353 0.3356
H -1.8687 -1.0739 -4.1073 0.3564
H -1.0125 -1.6440 -5.5467 0.2304
H -1.2330 0.7912 -5.6095 0.4581
H 0.4776 0.3572 -5.4338 0.3363
H 1.3828 2.0664 -3.8507 0.3285
H 1.4192 0.4113 -3.1881 0.1829
H 0.7337 1.7498 -2.2331 -0.0428
C 2.7121 -0.8465 1.3435 -1.0841
O 1.6941 -1.5851 0.6912 0.0361
C 0.9771 -2.4441 1.5657 -0.4752
C -0.3666 -1.8459 1.9129 -0.6030
O -0.2280 -0.6335 2.6332 -0.4398
C -0.3759 0.5130 1.8129 -0.6441
H 3.0672 -0.0923 0.6428 0.2245
H 2.3349 -0.3507 2.2405 0.5014
H 3.5514 -1.4957 1.6170 0.2967
H 1.5575 -2.6350 2.4728 0.4508
H 0.8194 -3.4006 1.0554 0.2544
H -0.9299 -2.5510 2.5312 0.4020
H -0.9347 -1.6723 0.9931 0.2179
H -1.4172 0.6331 1.4943 0.4108
H 0.2646 0.4565 0.9291 0.3243
H -0.0915 1.3838 2.4011 0.1362
C -0.1899 3.6391 0.3543 -0.6818
O 0.1983 3.8378 -0.9938 -0.4147
C -0.7862 4.4937 -1.7782 -0.1890
C -0.4540 5.9521 -1.9898 -0.7065
O -0.5021 6.6875 -0.7784 -0.3567
C 0.7717 6.9471 -0.2209 -0.6780
H 0.6836 3.2760 0.8939 0.4136
H -0.5329 4.5684 0.8153 0.3041
H -0.9849 2.8889 0.4276 0.2023
H -1.7708 4.3992 -1.3107 0.2398
H -0.8242 3.9894 -2.7495 0.3361
H -1.1905 6.3876 -2.6719 0.3820
H 0.5331 6.0435 -2.4537 0.3450
H 1.3237 7.6728 -0.8280 0.3361
H 1.3647 6.0337 -0.1281 0.2555
H 0.6121 7.3698 0.7693 0.2380
C -0.8076 4.6366 3.2949 -0.7655
O -1.8099 3.8810 2.6383 0.0989
C -2.6158 3.1203 3.5247 -0.5015
C -3.9469 3.7856 3.7859 -0.8193
O -3.7761 5.0076 4.4846 -0.2658
C -3.8842 6.1562 3.6613 -0.7223
H -0.3539 5.2896 2.5513 0.2908
H -1.2244 5.2494 4.0989 0.1967
H -0.0318 3.9806 3.7078 0.3003
H -2.0908 2.9573 4.4712 0.3955
H -2.7859 2.1435 3.0606 0.2375
H -4.5584 3.1243 4.4077 0.3652
H -4.4780 3.9525 2.8442 0.3828
H -4.9223 6.3179 3.3528 0.2926
H -3.2532 6.0731 2.7736 0.2474
H -3.5547 7.0083 4.2538 0.2267
C -0.0805 -10.4149 -0.9824 -0.7320
O -0.1227 -9.9185 -2.3057 -0.3669
C -1.1847 -9.0095 -2.5391 -0.6715
C -0.7121 -7.5751 -2.5235 -0.1556
O -0.2679 -7.1717 -1.2369 -0.4086
C 1.1435 -7.1598 -1.1130 -0.1124
H 0.8479 -10.9726 -0.8751 0.2420
H -0.0975 -9.6057 -0.2479 0.3193
H -0.9212 -11.0912 -0.7908 0.3275
H -1.9771 -9.1475 -1.7964 0.3337
H -1.6016 -9.2342 -3.5259 0.3887
H -1.5497 -6.9251 -2.7998 0.3893
H 0.0845 -7.4298 -3.2613 0.1279
H 1.5749 -6.3657 -1.7220 -0.3158
H 1.5865 -8.1139 -1.4082 0.3337
H 1.3723 -6.9711 -0.0645 0.3214
C -1.3688 6.9801 10.1232 -0.6864
O -1.7766 5.7056 9.6677 -0.3713
C -2.7863 5.7545 8.6702 -0.7777
C -2.2353 5.5291 7.2826 0.0695
O -1.3721 6.5870 6.8790 -0.3885
C 0.0009 6.2773 7.0079 -0.7183
H -0.4984 6.8343 10.7606 0.2399
H -1.0971 7.6373 9.2932 0.2917
H -2.1596 7.4571 10.7131 0.3223
H -3.3116 6.7140 8.7082 0.3600
H -3.5089 4.9639 8.8953 0.3751
H -3.0570 5.4904 6.5663 0.1667
H -1.7037 4.5721 7.2432 0.2821
H 0.3050 5.5265 6.2689 0.2497
H 0.2386 5.9068 8.0082 0.3623
H 0.5610 7.1931 6.8255 0.2646
```

Record 3
C18H11BaCl2NO2 as an isolated structure. Source: the OMol25 dataset; level of theory: the ωB97M-V functional and the def2-TZVPD basis.

Kohn-Sham gap = 6.665 eV
Net charge = 0

```
35
Properties=species:S:1:pos:R:3:mulliken_charge:R:1
Ba -0.0583 -0.9217 -1.3666 1.8451
C 4.7330 -1.0348 -1.6120 -0.7741
C 5.1768 -1.0362 -0.2979 -0.4064
C 4.2525 -1.0697 0.7255 -0.6658
C 2.8807 -1.0885 0.4344 0.5971
N 2.4737 -1.1050 -0.8410 -0.2977
C 3.3663 -1.0809 -1.8158 -0.1191
C 1.8480 -1.0842 1.4861 0.9191
C 2.2131 -1.0414 2.8377 -0.5252
C 1.2581 -1.0073 3.8328 -0.7636
C -0.0857 -1.0357 3.5040 -0.5591
C -0.4523 -1.0914 2.1674 -0.3396
C 0.4880 -1.1085 1.1496 -0.7838
H 5.4177 -1.0037 -2.4430 0.3947
H 6.2320 -1.0106 -0.0756 0.4279
H 4.6108 -1.0812 1.7407 0.3249
H 2.9626 -1.1019 -2.8215 0.3679
H 3.2525 -1.0304 3.1284 0.2020
H 1.5689 -0.9521 4.8649 0.3799
H -0.8394 -1.0142 4.2787 0.3774
H -1.5037 -1.1209 1.9129 0.4333
Cl -6.2249 3.6584 -1.6121 -0.2277
C -4.9848 2.4522 -1.5312 0.3290
C -5.3659 1.1020 -1.5022 -0.6384
C -4.4057 0.1332 -1.4244 0.4796
Cl -4.8515 -1.5279 -1.3919 -0.2059
C -3.0005 0.4194 -1.3805 0.2552
O -2.1351 -0.4918 -1.3088 -0.8480
C -2.6578 1.8120 -1.4496 0.4044
C -1.2916 2.2083 -1.5049 -0.0595
O -0.2985 1.4814 -1.5049 -0.6904
C -3.6628 2.8012 -1.5082 -0.9681
H -6.4090 0.8315 -1.5443 0.4415
H -1.1376 3.3026 -1.5833 0.3179
H -3.3694 3.8390 -1.5433 0.3757
```

Record 4
C19H16I2N2OSe3Te2W as an isolated structure. Source: the OMol25 dataset; level of theory: the ωB97M-V functional and the def2-TZVPD basis.

Kohn-Sham gap = 5.537 eV
Net charge = +2

```
46
Properties=species:S:1:pos:R:3:nbo_charge:R:1
W -0.2335 1.1420 0.6061 0.8910
I -7.5148 2.4045 -1.4117 0.2762
C -5.6836 1.9276 -0.5576 -0.1277
C -5.4921 2.0962 0.8105 -0.2499
C -4.2662 1.7938 1.3773 -0.1474
I -4.0039 1.9318 3.4328 0.2505
C -3.2281 1.3470 0.5656 0.1769
O -1.9967 1.1492 1.1392 -0.6659
C -3.4276 1.1151 -0.7995 -0.0781
C -2.3755 0.4473 -1.6504 -0.2372
N -1.4077 -0.2381 -0.7634 -0.6047
C -0.5870 -1.2591 -1.4046 -0.2750
C 0.2805 -1.8119 -0.3204 0.2382
C 0.7127 -3.1202 -0.3560 -0.2244
C 1.6238 -3.5634 0.5870 -0.0744
C 2.0875 -2.6527 1.5256 -0.2173
C 1.5867 -1.3709 1.5248 0.0844
N 0.6517 -0.9409 0.6497 -0.5541
C -4.6657 1.4104 -1.3493 -0.2160
H -6.2995 2.4538 1.4340 0.2601
H -1.8250 1.1357 -2.2962 0.2348
H -2.8600 -0.2903 -2.2951 0.2381
H -1.9782 -0.7360 -0.0750 0.4044
H 0.0187 -0.7976 -2.1880 0.2595
H -1.2093 -2.0353 -1.8545 0.2410
H 0.3551 -3.7698 -1.1431 0.2536
H 1.9831 -4.5834 0.5762 0.2570
H 2.8282 -2.9255 2.2634 0.2610
H 1.9729 -0.6539 2.2324 0.2357
H -4.8437 1.2233 -2.4008 0.2450
Se 0.3976 1.1998 3.0334 -0.1098
Te -0.1807 3.6427 3.4880 0.3297
Te 0.8339 3.7582 0.9641 0.6685
Se -0.9821 3.2226 -0.6134 -0.0481
Se 1.4859 1.3954 -1.2886 0.1254
C 3.0296 0.3719 -0.7477 -0.2423
C 3.7301 0.8178 0.3697 -0.2490
C 4.8864 0.1559 0.7585 -0.1846
C 5.3423 -0.9339 0.0267 -0.1856
C 4.6541 -1.3525 -1.1028 -0.2040
C 3.4952 -0.6975 -1.4988 -0.1836
H 3.3959 1.6970 0.9103 0.2122
H 5.4395 0.5066 1.6193 0.2361
H 6.2514 -1.4399 0.3224 0.2408
H 5.0333 -2.1764 -1.6936 0.2386
H 2.9846 -0.9966 -2.4064 0.2205
```

Record 5
C34H26F10N5O4PtS as an isolated structure. Source: the OMol25 dataset; level of theory: the ωB97M-V functional and the def2-TZVPD basis.

Kohn-Sham gap = 7.048 eV
Net charge = -1

```
81
Properties=species:S:1:pos:R:3:mulliken_charge:R:1
Pt 0.2044 -1.3680 0.3354 6.2680
C -2.4161 -2.2806 1.5011 -1.0084
N -1.0040 -2.7102 1.3666 -0.2732
C -0.3857 -2.8300 2.7089 -1.6073
C -0.1369 -1.4290 3.2289 -0.6014
N 0.6942 -0.6846 2.2762 -0.3507
C 0.9819 0.6058 2.6380 -0.7633
C 2.0467 1.2861 2.0093 0.0431
F 2.8048 0.6276 1.1288 -0.2046
C 2.4184 2.5806 2.2999 0.2657
F 3.4448 3.1422 1.6512 -0.3529
C 1.7799 3.2826 3.3079 0.6974
F 2.1318 4.5439 3.6033 -0.4314
C 0.7826 2.6400 4.0052 0.2863
F 0.1407 3.2886 4.9866 -0.3788
C 0.3862 1.3521 3.6737 0.8684
F -0.6256 0.8677 4.4181 -0.4226
C -0.9921 -3.9809 0.5939 -1.2995
C -1.1714 -3.6799 -0.8916 -0.6601
N -0.4357 -2.4729 -1.2895 -0.0256
C -0.9712 -1.8005 -2.3976 -0.7877
C -2.3226 -1.4579 -2.5683 0.5921
F -3.2366 -1.7980 -1.6513 -0.5107
C -2.7880 -0.7582 -3.6637 0.3660
F -4.0838 -0.4555 -3.7726 -0.3716
C -1.9053 -0.3550 -4.6485 0.7487
F -2.3452 0.3333 -5.7033 -0.3557
C -0.5722 -0.6921 -4.5401 0.2987
F 0.2747 -0.3485 -5.5071 -0.3422
C -0.1298 -1.4216 -3.4501 -0.3480
F 1.1497 -1.7714 -3.4411 -0.1869
H -2.9573 -3.0573 2.0505 0.3028
H -2.8501 -2.1540 0.5158 0.1926
H -2.4827 -1.3325 2.0190 0.3698
H 0.5398 -3.3933 2.6055 0.3115
H -1.0599 -3.3747 3.3782 0.4773
H 0.3663 -1.4999 4.2002 0.6875
H -1.1043 -0.9562 3.4065 0.4689
H -1.8036 -4.6216 0.9521 0.5638
H -0.0623 -4.4989 0.7970 0.3396
H -2.2388 -3.6130 -1.1051 0.4443
H -0.8036 -4.5496 -1.4547 0.4219
C -1.8957 7.0564 0.3495 -1.5758
C -2.0374 5.5606 0.4361 0.9966
C -3.0718 4.9044 -0.2221 -0.7603
C -3.1853 3.5210 -0.1809 -0.5551
C -2.2580 2.7863 0.5374 -1.0859
C -1.2192 3.4220 1.2001 0.5307
C -1.1131 4.8004 1.1506 -0.9656
S -2.3903 1.0116 0.6271 1.6246
O -3.5446 0.6731 -0.1810 -0.8314
O -2.4664 0.6801 2.0381 -0.8439
N -1.0166 0.4591 0.0575 -0.9694
C -0.5947 1.0976 -1.1921 -0.0140
C 0.8243 0.6970 -1.5591 -0.3377
O 1.4082 1.2534 -2.4671 -0.7444
O 1.3741 -0.2630 -0.8513 -1.2125
H -2.8693 7.5413 0.2721 0.3857
H -1.3148 7.3385 -0.5316 0.2964
H -1.3816 7.4545 1.2242 0.3713
H -3.7992 5.4834 -0.7802 0.3618
H -3.9827 3.0029 -0.6961 0.5333
H -0.4957 2.8252 1.7375 0.1906
H -0.2986 5.2940 1.6693 0.4113
H -0.5557 2.1843 -1.0946 0.6248
H -1.2441 0.8856 -2.0485 -0.0703
C 1.8075 -2.6795 0.5247 -2.0366
C 2.8939 -2.5558 -0.4932 0.1437
C 2.7961 -3.2340 -1.7062 0.2492
C 3.8208 -3.1953 -2.6312 -1.1433
C 4.9778 -2.4726 -2.3483 0.6714
C 5.0932 -1.7915 -1.1383 -1.2262
C 4.0590 -1.8401 -0.2233 -0.1643
C 6.0606 -2.4502 -3.2929 0.0495
N 6.9362 -2.4456 -4.0392 -0.6032
H 2.2080 -2.4756 1.5172 0.7714
H 1.4574 -3.7062 0.4783 0.7376
H 1.8847 -3.7726 -1.9303 0.1660
H 3.7307 -3.7143 -3.5763 0.4576
H 5.9920 -1.2288 -0.9239 0.4472
H 4.1486 -1.3121 0.7148 0.3877
```

Record 6
A 2-piece molecular cluster, C5H8O overall. Source: the OMol25 dataset; level of theory: the ωB97M-V functional and the def2-TZVPD basis.

Kohn-Sham gap = 10.898 eV
Net charge = 0

```
14
Properties=species:S:1:pos:R:3:nbo_charge:R:1
C -1.0645 -0.6286 -1.2721 -0.6009
C -0.0181 0.4684 -1.0642 -0.4439
C 0.0764 0.9268 0.3642 -0.1672
C 1.2132 1.0569 1.0444 -0.4081
C 0.4945 -2.0877 1.7465 0.5077
O 0.0508 -1.7806 2.7463 -0.5078
H -0.9073 -1.1075 -2.2415 0.2125
H -0.9982 -1.4016 -0.4974 0.2047
H -2.0850 -0.2260 -1.2538 0.2035
H 0.9675 0.1151 -1.3873 0.2038
H -0.2671 1.3122 -1.7269 0.2112
H -0.8695 1.1224 0.8734 0.1932
H 2.1791 0.8452 0.5876 0.1910
H 1.2282 1.3849 2.0809 0.2004
```